# 1
73
Properties=species:S:1:pos:R:3:forces:R:3:lowdin_spin:R:1 method="wB97M-V/def2-TZVPD" homo_lumo_gap_ha="0.21402 / 0.21547" charge=-2 lumo_ev="3.827 / 3.827" spin_multiplicity=2 max_force_ev_per_a=1.86
Mn 0.5829 -0.3811 0.4118 -0.28 0.68 0.11 0.98
C -1.8272 5.0690 0.3077 -0.11 0.19 -0.33 0.00
N -1.1543 4.4422 1.4019 0.42 -0.46 0.22 0.00
C -1.3172 4.6876 2.7431 0.12 -0.07 0.42 0.00
C -0.5605 3.7816 3.3984 -0.31 0.43 0.13 0.00
N 0.0707 2.9709 2.4876 0.04 0.09 -0.69 0.00
B 0.8808 1.7334 2.9811 -0.16 -0.50 -0.79 0.00
N -0.1184 0.8872 3.7969 -0.28 -0.57 0.06 0.00
C -0.0773 0.6057 5.1347 -0.04 -0.06 0.43 0.00
C -1.1271 -0.1882 5.4494 0.08 0.27 0.29 0.00
N -1.8219 -0.4021 4.2843 0.59 0.31 -0.06 0.00
C -2.9996 -1.2023 4.1210 -0.41 -0.21 -0.13 0.00
C -1.1802 0.2461 3.2763 -0.37 -0.01 -0.29 0.00
S -1.7335 0.2649 1.6758 0.25 -0.12 -0.70 0.01
C -0.3083 3.3761 1.2574 -0.12 -0.04 -0.36 0.00
S -0.0939 2.8341 -0.3740 -0.21 0.61 0.89 0.00
H -2.6529 5.6671 0.6883 -0.02 -0.01 0.00 0.00
H -2.1899 4.2987 -0.3775 -0.12 -0.01 0.00 0.00
H -1.1442 5.7067 -0.2568 0.01 0.06 -0.03 0.00
H -1.9592 5.4661 3.0999 -0.09 0.16 0.09 0.00
H -0.4245 3.6311 4.4493 0.00 -0.01 0.22 0.00
H 1.7498 2.1014 3.7087 0.34 0.04 0.24 0.00
H 1.2760 1.0456 2.0439 0.03 0.31 0.23 0.00
H 0.7150 0.9852 5.7470 0.12 0.04 0.15 0.00
H -1.4332 -0.6316 6.3768 0.01 -0.08 0.11 0.00
H -3.0766 -1.9148 4.9410 0.06 0.01 0.04 0.00
H -2.9319 -1.7274 3.1681 -0.03 -0.02 0.05 0.00
H -3.8948 -0.5764 4.1029 0.01 0.00 -0.02 0.00
O 1.5991 -0.7589 -3.8122 -0.45 0.26 -0.05 0.00
As 0.4648 -1.7684 -2.9395 0.36 -0.53 0.37 0.00
O 1.0602 -3.2820 -3.0946 0.07 -0.59 -0.23 0.00
O 0.3800 -1.3116 -1.3404 -0.04 0.10 1.00 0.01
C -1.3590 -1.5164 -3.5671 0.10 -0.10 0.21 0.00
C -2.1615 -2.5997 -3.8889 0.37 -0.14 -0.08 0.00
C -3.5295 -2.4171 -4.0274 -0.07 -0.18 -0.03 0.00
C -4.0847 -1.1599 -3.8452 -0.07 0.05 -0.10 0.00
C -3.2774 -0.0766 -3.5349 -0.03 0.17 0.08 0.00
C -1.9186 -0.2634 -3.3905 0.36 0.04 0.14 0.00
S -0.7078 1.0341 -2.9070 -1.22 0.88 -1.08 0.00
O -0.0426 1.2245 -4.2594 0.35 -0.12 -0.08 0.00
O -1.5908 2.2028 -2.6339 -0.24 0.03 0.10 0.00
O 0.6501 1.5093 -0.3802 1.10 -1.07 0.18 0.01
H 1.0824 0.0727 -4.0539 0.33 0.06 -0.19 0.00
H -1.6925 -3.5708 -4.0028 -0.12 -0.06 0.04 0.00
H -4.1693 -3.2658 -4.2373 0.00 -0.02 -0.06 0.00
H -5.1554 -1.0236 -3.9390 -0.06 -0.02 0.01 0.00
H -3.6908 0.9087 -3.3645 0.03 0.10 0.01 0.00
N 3.1261 -3.0536 0.1426 -0.17 0.10 -0.01 0.00
C 3.0150 -1.7686 -0.3158 0.86 -0.44 -0.37 0.00
N 3.3736 -1.5789 -1.6127 -0.16 0.17 -0.16 0.00
O 2.7816 -0.8230 0.4519 -0.84 0.33 0.08 0.00
H 2.9296 -3.7759 -0.5367 -0.04 0.05 0.03 0.00
H 2.6826 -3.1942 1.0444 -0.04 -0.02 -0.18 0.00
H 3.1026 -2.3111 -2.2660 0.03 0.04 0.08 0.00
H 3.1317 -0.6597 -1.9676 -0.09 -0.19 0.06 0.00
S -2.0507 -4.3492 6.7366 0.06 0.05 0.64 0.00
C -1.4622 -4.1349 5.2002 0.13 0.23 -0.13 0.00
S -0.0268 -3.1955 4.8446 -0.99 -0.67 -0.92 0.00
C -0.4437 -3.3105 3.0659 0.21 0.09 1.20 0.00
N -1.4994 -4.0209 2.8944 -0.19 -0.15 -1.21 0.00
N -2.0460 -4.5229 4.0328 1.14 0.59 1.07 0.00
C -3.1388 -5.3790 3.8678 -0.84 -0.55 -0.20 0.00
C -3.4927 -6.3408 4.8159 0.25 0.15 -0.03 0.00
C -4.5977 -7.1404 4.6009 -0.20 -0.11 -0.16 0.00
C -5.3512 -7.0174 3.4438 0.00 -0.03 -0.04 0.00
C -4.9633 -6.1027 2.4737 -0.19 -0.17 0.07 0.00
C -3.8689 -5.2900 2.6781 0.26 0.23 0.18 0.00
S 0.5547 -2.6487 1.8981 0.61 0.29 -0.44 0.00
H -2.9104 -6.4648 5.7133 0.00 0.06 -0.03 0.00
H -4.8678 -7.8790 5.3445 0.00 -0.01 0.04 0.00
H -6.2218 -7.6405 3.2913 -0.04 -0.05 -0.03 0.00
H -5.5186 -6.0240 1.5490 -0.02 0.04 -0.03 0.00
H -3.5436 -4.5825 1.9322 -0.03 0.03 -0.07 0.00


# 2
109
Properties=species:S:1:pos:R:3:forces:R:3:lowdin_charge:R:1 method="wB97M-V/def2-TZVPD" de_lowest_kcal_mol=56.4 homo_lumo_gap_ha=0.27633 charge=-1 lumo_ev=1.932 max_force_ev_per_a=0.74
Mg -0.8335 -1.3576 -0.4863 0.66 -0.09 0.31 0.63
C 2.9713 -2.4406 3.9363 -0.01 0.02 0.03 0.02
C 3.1048 -3.0118 2.5406 0.10 -0.04 -0.04 -0.59
C 4.4460 -3.7187 2.3528 0.00 0.01 -0.01 0.01
O 2.0491 -3.9251 2.2922 -0.04 0.02 0.00 -0.02
C 1.4793 -3.6855 0.9941 0.05 0.07 0.02 -0.11
C 2.4195 -2.5817 0.4261 0.14 0.00 -0.08 -0.15
O 2.9538 -1.9727 1.5995 -0.13 0.04 0.03 -0.03
C 1.9893 -1.5084 -0.6108 -0.06 -0.05 -0.04 -0.41
O 0.9461 -0.7218 -0.1657 -0.14 0.24 0.00 -0.32
C 3.1938 -0.5663 -0.8717 -0.01 0.04 -0.01 -0.10
C 3.8976 -0.5358 -2.0702 0.07 -0.09 0.03 -0.02
C 4.8977 0.4069 -2.2947 0.00 -0.02 0.01 -0.09
C 5.2098 1.3389 -1.3214 -0.01 0.02 -0.01 -0.11
C 4.5173 1.3159 -0.1158 -0.01 0.01 0.00 -0.09
C 3.5244 0.3776 0.1031 -0.05 0.05 -0.03 -0.04
C 1.6276 -2.2119 -1.9396 0.08 0.10 0.00 -0.16
C 0.8113 -1.5087 -2.8218 0.03 0.06 -0.05 -0.05
C 0.4087 -2.0586 -4.0305 0.01 0.00 -0.01 -0.06
C 0.8440 -3.3217 -4.3990 0.01 0.00 0.01 -0.09
C 1.7076 -4.0078 -3.5569 0.01 0.00 -0.01 -0.08
C 2.1044 -3.4551 -2.3477 -0.08 -0.02 0.02 -0.03
C -0.0781 -3.5658 1.0677 0.08 -0.03 0.06 -0.42
O -0.5175 -3.1783 -0.1729 -0.16 -0.26 0.02 -0.20
C -0.6257 -2.6218 2.1705 -0.01 -0.14 0.06 -0.10
C -1.8611 -2.9018 2.7636 -0.05 0.02 -0.09 -0.02
C -2.4204 -2.0599 3.7110 0.01 0.04 0.01 -0.09
C -1.7585 -0.8995 4.0951 -0.04 -0.02 -0.01 -0.12
C -0.5500 -0.5885 3.4949 0.01 -0.01 -0.03 -0.08
C 0.0082 -1.4389 2.5439 0.04 0.04 0.01 -0.04
C -0.5798 -4.9975 1.3755 0.02 0.02 0.02 -0.16
C -0.3090 -5.6479 2.5797 0.04 0.01 -0.01 -0.04
C -0.7943 -6.9235 2.8192 -0.02 -0.03 -0.02 -0.09
C -1.5634 -7.5724 1.8589 0.02 0.00 0.03 -0.12
C -1.8353 -6.9313 0.6610 0.00 0.03 -0.03 -0.09
C -1.3462 -5.6507 0.4218 0.00 -0.04 -0.02 -0.01
H 3.1453 -3.2255 4.6730 0.00 0.00 0.00 0.09
H 1.9720 -2.0362 4.0815 0.01 0.00 -0.02 0.07
H 3.7072 -1.6484 4.0799 0.02 -0.02 0.01 0.09
H 4.5266 -4.5454 3.0590 0.00 0.00 0.00 0.09
H 5.2652 -3.0181 2.5200 0.00 0.00 0.01 0.09
H 4.5308 -4.1232 1.3447 0.00 0.00 0.00 0.08
H 1.6341 -4.5795 0.3824 -0.01 0.02 -0.04 0.16
H 3.2470 -3.1209 -0.0515 0.02 -0.02 0.03 0.13
H 3.6621 -1.2415 -2.8556 -0.01 0.00 0.00 0.11
H 5.4199 0.4142 -3.2440 -0.01 0.00 0.00 0.09
H 5.9694 2.0895 -1.5040 0.02 -0.01 0.01 0.09
H 4.7362 2.0476 0.6527 0.00 0.01 -0.01 0.10
H 2.9738 0.3864 1.0318 -0.02 -0.02 0.00 0.11
H 0.5145 -0.4949 -2.5738 -0.04 -0.01 0.04 0.11
H -0.2418 -1.4897 -4.6832 -0.02 -0.01 0.01 0.11
H 0.5225 -3.7634 -5.3337 0.00 0.00 0.00 0.09
H 2.0741 -4.9878 -3.8386 -0.01 0.00 0.00 0.10
H 2.7878 -4.0194 -1.7279 -0.04 -0.03 0.03 0.11
H -2.4013 -3.7925 2.4720 0.01 -0.02 0.01 0.12
H -3.3762 -2.3146 4.1534 0.00 0.00 0.00 0.10
H -2.1834 -0.2473 4.8491 -0.01 0.01 -0.01 0.10
H -0.0190 0.3150 3.7726 -0.01 0.01 0.00 0.10
H 0.9492 -1.1697 2.0909 0.00 0.00 0.01 0.10
H 0.2855 -5.1468 3.3321 -0.02 0.01 0.01 0.11
H -0.5794 -7.4122 3.7624 0.01 0.00 0.00 0.09
H -1.9486 -8.5673 2.0489 0.00 0.00 0.00 0.09
H -2.4386 -7.4235 -0.0929 0.00 0.00 0.00 0.09
H -1.5555 -5.1244 -0.5002 0.00 0.01 0.00 0.12
O -3.1540 -2.4438 -2.0982 -0.17 0.17 0.03 -0.27
Cl -3.2015 -1.1844 -1.4321 0.27 0.23 0.26 0.72
O -2.0330 -0.3588 -1.8788 -0.57 -0.47 0.01 -0.37
O -4.4282 -0.5047 -1.6337 0.06 0.15 0.01 -0.27
O -2.9179 -1.3627 0.0130 -0.27 -0.07 -0.59 -0.35
C -3.0012 6.7464 -2.6484 0.01 -0.03 -0.01 -0.07
C -3.9297 6.8444 -1.4446 -0.04 -0.03 0.01 -0.21
N -3.8095 5.7019 -0.5449 0.02 0.02 -0.01 -0.06
C -3.0169 5.8701 0.6677 0.01 0.00 -0.06 -0.20
C -1.5363 6.1062 0.4016 0.02 -0.02 0.06 -0.07
C -4.5256 4.5854 -0.8614 0.10 -0.10 -0.12 -0.42
O -5.2895 4.5534 -1.8141 -0.08 0.03 0.09 0.07
C -4.2656 3.3665 -0.0253 0.01 0.08 0.04 -0.13
C -5.2217 2.8108 0.8087 -0.05 -0.06 -0.06 0.00
C -4.8789 1.6995 1.5623 0.01 0.02 0.00 -0.04
C -3.5833 1.2088 1.4810 -0.02 0.10 0.02 -0.13
N -2.6646 1.7294 0.6692 -0.10 -0.22 -0.09 0.06
C -3.0181 2.7606 -0.0863 0.09 0.02 0.05 -0.11
H -3.2066 7.5543 -3.3529 0.01 0.01 0.01 0.07
H -3.1662 5.7992 -3.1616 -0.03 0.01 -0.01 0.08
H -1.9520 6.7992 -2.3587 0.00 -0.01 0.01 0.06
H -4.9608 6.8833 -1.7944 -0.02 0.04 0.04 0.11
H -3.7293 7.7445 -0.8592 0.02 0.01 -0.03 0.12
H -3.1358 4.9831 1.2831 -0.04 0.01 0.02 0.11
H -3.4343 6.7109 1.2333 0.02 0.01 0.00 0.12
H -1.1092 5.2920 -0.1865 0.00 0.00 -0.01 0.07
H -0.9955 6.1530 1.3480 0.01 0.01 -0.01 0.08
H -1.3635 7.0444 -0.1269 -0.01 -0.01 -0.03 0.07
H -6.2160 3.2375 0.8600 0.00 0.00 -0.01 0.12
H -5.6012 1.2158 2.2059 0.01 0.03 0.03 0.10
H -3.2649 0.3724 2.0906 -0.01 -0.06 -0.04 0.09
H -2.2625 3.1357 -0.7723 0.00 0.02 0.03 0.10
Se 0.3908 2.0486 0.1449 0.03 0.16 0.16 1.23
N 0.2427 2.2357 -1.5943 0.15 0.04 0.06 -0.18
C 1.1411 3.1597 -1.9454 -0.08 -0.02 -0.11 -0.39
C 1.3725 3.5865 -3.2870 -0.03 -0.03 0.04 -0.03
C 2.3298 4.5191 -3.5245 0.07 0.05 0.04 -0.10
C 3.1014 5.0848 -2.4600 -0.04 -0.01 -0.09 -0.10
C 2.9009 4.7146 -1.1695 -0.06 -0.05 0.05 -0.04
C 1.9028 3.7378 -0.8767 0.10 0.07 0.07 -0.41
N 1.6124 3.2907 0.3471 0.11 0.01 -0.12 -0.22
H 0.7858 3.1525 -4.0858 0.01 -0.03 0.01 0.11
H 2.5268 4.8379 -4.5405 0.00 0.02 0.01 0.09
H 3.8598 5.8207 -2.6970 0.01 -0.01 -0.01 0.09
H 3.4881 5.1253 -0.3587 -0.02 0.01 0.01 0.11


# 3
69
Properties=species:S:1:pos:R:3:forces:R:3:lowdin_charge:R:1 method="wB97M-V/def2-TZVPD" de_lowest_kcal_mol=0.0 homo_lumo_gap_ha=0.16156 charge=+4 lumo_ev=-12.555 max_force_ev_per_a=3.84
Sn 0.3268 -1.6648 -0.1884 3.47 -0.22 0.98 1.17
P 1.4314 -0.3635 -2.2054 -0.03 -0.03 -1.05 0.78
P 1.7857 0.9463 2.6734 0.11 -0.56 0.53 0.82
P 0.5573 2.5153 1.5458 -0.35 1.21 0.42 0.84
H -1.9599 -3.2236 0.0576 0.81 0.20 0.06 0.11
C -1.7658 -2.1505 -0.0617 -2.77 0.93 -2.49 -0.18
C -1.5257 -1.6180 -1.3916 -2.80 -1.33 0.45 -0.21
H -1.5252 -2.3020 -2.2532 0.28 0.07 0.52 0.11
C 2.0516 -1.6275 -3.3518 0.07 -0.43 0.12 -0.20
C 2.9031 0.5972 -1.7236 0.01 -0.15 0.63 -0.23
C 0.4151 0.7707 -3.2106 -0.33 0.15 0.19 -0.20
C 0.6503 -0.2551 3.4099 -0.44 0.15 -0.10 -0.19
C 3.0236 0.0384 1.7324 0.12 -0.02 -0.59 -0.21
C 2.6490 1.8311 3.9982 -0.21 0.46 -0.26 -0.17
C -0.2637 2.1836 -0.0324 0.19 -0.94 -0.33 -0.20
C 1.5771 3.9891 1.2907 0.39 -0.22 0.15 -0.17
C -0.7299 2.9406 2.7499 0.04 -0.37 0.12 -0.18
H -2.2633 -1.5192 0.6946 0.61 -0.18 -0.37 0.09
H -1.8787 -0.6057 -1.6369 0.51 0.03 0.34 0.06
H 1.4261 -1.6265 -4.2556 0.23 -0.10 0.27 0.08
H 2.0062 -2.6172 -2.8768 0.04 0.21 -0.27 0.04
H 3.0967 -1.4115 -3.6143 -0.30 -0.01 -0.02 0.08
H 3.6325 -0.0635 -1.2336 -0.15 0.20 -0.17 0.06
H 2.6349 1.4121 -1.0342 0.11 -0.20 -0.26 0.03
H 3.3639 1.0288 -2.6238 -0.23 -0.15 0.13 0.09
H -0.5804 0.9510 -2.7802 0.17 0.03 -0.19 0.03
H 0.2916 0.3233 -4.2063 -0.01 0.16 0.27 0.08
H 0.9403 1.7324 -3.3131 -0.14 -0.29 -0.02 0.08
H 1.2247 -0.9152 4.0756 -0.01 0.22 -0.14 0.10
H 0.1635 -0.8679 2.6347 0.27 0.28 0.29 0.00
H -0.1210 0.2554 4.0008 0.22 -0.13 -0.02 0.07
H 3.7313 -0.4128 2.4433 -0.18 0.25 -0.01 0.10
H 3.5744 0.7089 1.0591 -0.02 -0.17 0.28 0.06
H 2.5708 -0.7816 1.1496 0.15 0.43 0.33 -0.03
H 3.1723 1.0872 4.6145 -0.16 0.04 -0.15 0.10
H 1.9511 2.3968 4.6278 0.13 -0.16 -0.08 0.08
H 3.3893 2.5213 3.5749 -0.09 -0.14 0.08 0.08
H 0.4362 2.2318 -0.8796 -0.12 0.05 0.39 0.04
H -1.0501 2.9349 -0.2101 0.21 -0.09 0.27 0.10
H -0.7474 1.1953 -0.0314 -0.02 0.35 0.00 0.02
H 1.0451 4.6462 0.5901 0.02 -0.12 0.14 0.09
H 2.5501 3.7263 0.8536 -0.20 0.13 0.06 0.07
H 1.7347 4.5230 2.2373 -0.02 -0.14 -0.21 0.09
H -1.3618 3.7146 2.2964 0.13 -0.07 0.06 0.09
H -0.2941 3.3327 3.6783 -0.06 -0.06 -0.23 0.08
H -1.3528 2.0665 2.9843 0.08 0.25 -0.09 0.07
C -4.1146 1.3668 -1.7569 0.57 0.20 1.25 -0.41
C -4.3403 1.1714 -0.2650 0.35 0.46 -1.15 -0.13
C -5.6003 1.8021 0.1796 -1.57 0.03 -0.08 -0.05
C -6.6352 1.9876 -0.6959 0.61 0.18 2.02 -0.05
C -6.4969 1.6626 -2.0811 1.44 -0.73 -1.24 0.00
C -5.2696 1.3209 -2.6100 -0.75 0.21 -0.33 0.01
O -2.9379 1.6498 -2.0314 -0.09 -0.73 -1.09 -0.02
H -3.4076 1.6510 0.0566 -0.35 -0.20 0.94 0.09
H -4.3200 0.0875 -0.0418 -0.12 0.26 0.04 0.14
H -5.6852 2.0147 1.2457 -0.33 -0.02 -0.29 0.12
H -7.6028 2.3617 -0.3462 0.48 -0.06 -0.06 0.13
H -7.3720 1.7205 -2.7321 0.30 0.00 0.16 0.14
H -5.0921 1.1427 -3.6654 -0.28 0.18 0.02 0.12
N 3.4588 -5.8311 0.2775 0.19 -0.85 -0.02 0.21
C 2.2262 -5.6045 -0.5249 -0.03 0.20 0.17 -0.01
C 1.8515 -4.1710 -0.2215 0.21 1.20 0.46 -0.60
O 2.6426 -3.4936 0.4691 -1.09 -0.27 -0.88 -0.02
O 0.7383 -3.7427 -0.7219 0.44 0.69 0.03 -0.15
H 3.7510 -4.8937 0.6485 -0.06 -0.48 -0.13 0.16
H 4.1904 -6.2741 -0.2824 0.17 0.10 0.11 0.19
H 3.2480 -6.4761 1.0441 0.27 0.15 0.14 0.19
H 2.4360 -5.7304 -1.5865 -0.08 -0.03 0.03 0.16
H 1.4449 -6.2969 -0.2164 -0.02 0.02 -0.14 0.16


# 4
50
Properties=species:S:1:pos:R:3:forces:R:3:lowdin_charge:R:1 method="wB97M-V/def2-TZVPD" de_lowest_kcal_mol=4.9 homo_lumo_gap_ha=0.26560 charge=+2 lumo_ev=-6.495 max_force_ev_per_a=0.24
La -0.1468 -0.1235 0.0631 -0.14 -0.03 -0.19 1.98
O 0.6474 6.0391 -2.9159 -0.02 -0.08 -0.02 0.14
C 0.3923 4.7973 -2.5273 -0.02 0.16 0.00 -0.28
C -0.5161 3.9459 -3.1665 0.05 -0.03 0.05 0.04
C -0.6985 2.6825 -2.6593 0.02 -0.02 -0.01 -0.12
N -0.0473 2.2091 -1.5780 -0.03 0.07 -0.01 -0.12
C 0.7994 3.0532 -1.0062 0.07 0.11 -0.03 -0.71
Br 1.7128 2.3619 0.5338 0.00 -0.03 0.11 0.81
C 1.0766 4.3372 -1.3963 -0.07 -0.14 -0.07 0.00
H 0.1396 6.2911 -3.6994 0.02 0.02 0.01 0.14
H -1.0651 4.2681 -4.0410 -0.01 -0.01 -0.01 0.14
H -1.3972 2.0055 -3.1363 -0.01 0.00 0.01 0.13
H 1.7795 4.9738 -0.8802 0.01 0.00 0.01 0.14
C 1.0116 -3.6651 2.9974 -0.03 -0.01 0.04 -0.06
C 0.2722 -3.4006 4.1368 -0.01 0.02 0.01 -0.04
C -0.6140 -2.3307 4.1614 0.06 -0.09 -0.06 -0.01
C -0.7588 -1.5173 3.0417 -0.10 0.16 0.04 -0.22
C 0.0000 -1.7433 1.8696 0.05 -0.03 0.14 -0.32
C 0.8690 -2.8389 1.8883 0.09 0.04 -0.13 -0.15
C -1.7285 -0.3868 3.0479 0.06 -0.10 0.05 -0.21
C -2.5646 -0.1228 4.1594 0.03 0.01 -0.07 0.03
C -3.4374 0.9197 4.1242 0.01 0.00 0.00 0.05
C -3.5209 1.7399 2.9752 -0.07 0.03 0.05 -0.14
C -4.4140 2.8308 2.8740 0.02 -0.02 -0.02 0.00
C -4.4642 3.5824 1.7344 0.02 -0.01 -0.02 -0.04
C -3.6205 3.2670 0.6510 -0.02 0.02 0.01 -0.05
C -2.7477 2.2156 0.7304 0.00 0.00 0.02 -0.05
C -2.6764 1.4268 1.8981 0.12 -0.07 -0.10 -0.22
N -1.7887 0.3725 1.9517 -0.06 0.06 0.06 -0.04
H 1.6909 -4.5068 2.9763 0.01 0.00 -0.02 0.12
H 0.3761 -4.0278 5.0117 0.00 0.00 0.00 0.12
H -1.1742 -2.1619 5.0691 -0.02 0.02 0.00 0.11
H 1.4618 -3.0837 1.0078 0.00 0.00 0.01 0.07
H -2.5147 -0.7494 5.0341 0.00 0.00 0.01 0.11
H -4.0779 1.1273 4.9725 -0.01 0.00 0.00 0.14
H -5.0589 3.0573 3.7132 0.00 0.00 0.01 0.13
H -5.1498 4.4141 1.6563 0.00 0.00 0.00 0.12
H -3.6701 3.8619 -0.2516 0.00 0.00 0.00 0.11
H -2.1117 2.0052 -0.1271 0.01 -0.02 0.01 0.05
Br 2.4758 -0.3392 -5.6625 -0.01 0.02 -0.05 0.85
C 2.6874 -0.8112 -3.8658 -0.01 -0.01 0.11 -0.67
C 3.8222 -1.4756 -3.4201 0.00 0.00 -0.03 -0.05
C 3.9202 -1.7959 -2.0758 -0.04 0.02 0.02 -0.01
C 2.8859 -1.4483 -1.2274 0.04 -0.01 -0.01 -0.13
N 1.7881 -0.8052 -1.6533 -0.06 -0.04 0.11 -0.12
C 1.6978 -0.4924 -2.9527 0.03 0.00 -0.01 -0.20
H 4.6108 -1.7347 -4.1137 0.00 0.00 0.00 0.13
H 4.7877 -2.3111 -1.6890 0.00 0.00 0.00 0.13
H 2.9356 -1.6906 -0.1713 0.00 0.01 -0.01 0.11
H 0.8106 0.0390 -3.2770 0.01 -0.01 -0.03 0.09


Question: What is the charge in the third record?
Answer: +4


Question: Look up the charge of the third one.
Answer: +4


Question: Among the records above, which one has the highest charge?
Answer: C19H42NO3P3Sn


Question: Among the records above, which one has the highest charge?
Answer: C19H42NO3P3Sn